# C28H28F2N6O3

An isolated molecule of C28H28F2N6O3 (ωB97M-V/def2-TZVPD, the OMol25 dataset).

The geometry in XYZ format:
```
67
Properties=species:S:1:pos:R:3:nbo_charge:R:1
F -2.13918 3.68878 1.80441 -0.32
F -0.07582 1.96049 2.09211 -0.33
O 2.09802 -1.17894 1.55672 -0.53
O 2.36486 -2.24828 -0.42941 -0.67
O -1.98229 0.97316 -0.69011 -0.64
N 0.47184 -2.48968 0.78179 -0.45
N -3.30428 -0.84433 -0.10118 -0.41
N -4.28777 0.98934 -0.86253 -0.59
N 1.70257 0.32097 -1.99801 -0.84
N 5.29242 -1.22120 0.38362 -0.43
N -6.57743 0.25453 -0.76037 -0.43
C -1.45380 -1.15245 1.48023 -0.42
C 3.39384 -0.55553 1.58908 0.07
C 3.19867 0.83176 2.22341 -0.41
C -5.28569 0.09093 -0.59948 0.35
C -1.33591 -2.13399 -0.81854 -0.42
C 4.77901 0.20846 -1.88647 -0.16
C 1.82959 1.45196 0.16757 -0.27
C -7.32926 -0.79212 -0.42672 0.01
C -4.65929 -1.08172 -0.11408 0.10
C -0.25277 -3.09173 -0.31468 -0.22
C 2.59297 1.04585 -1.09713 0.00
C -2.27035 -1.76186 0.33774 -0.03
C -3.05712 0.43650 -0.56431 0.78
C -6.82543 -1.98837 0.05853 -0.27
C 4.17402 -0.50930 0.29559 0.20
C 0.73314 2.46080 -0.08130 -0.05
C -5.45278 -2.15753 0.22648 -0.21
C -1.25123 3.53967 0.79916 0.32
C 5.92871 -0.55181 -1.79910 -0.25
C 2.82801 1.94056 1.23583 -0.40
C 0.55092 3.18739 -1.24839 -0.19
C -0.19460 2.65696 0.93874 0.38
C 1.71351 -1.98709 0.55830 0.91
C -0.35808 -2.12794 1.90886 -0.21
C 3.86323 0.25235 -0.83586 -0.07
C -0.50005 4.07698 -1.38781 -0.20
C -1.41024 4.26484 -0.36552 -0.28
C 6.13746 -1.25671 -0.62580 0.04
H -0.70690 -4.02526 0.03609 0.19
H -0.61755 4.62437 -2.31042 0.21
H -5.04743 -3.08467 0.60242 0.22
H 4.11646 1.10407 2.74593 0.22
H 2.90684 1.96280 -1.61402 0.19
H -4.41327 1.92485 -1.20959 0.43
H -1.90167 -2.60545 -1.62402 0.21
H 2.40398 2.77192 1.80087 0.22
H -2.24111 4.94609 -0.45688 0.23
H 1.55877 -0.61893 -1.64138 0.37
H -1.00442 -0.22450 1.12918 0.24
H -2.09998 -0.92383 2.32907 0.22
H -0.87484 -1.22225 -1.20331 0.24
H 1.21918 3.04274 -2.07916 0.21
H -2.78182 -2.66316 0.69580 0.20
H -7.49980 -2.79213 0.30686 0.22
H 4.58063 0.78522 -2.78136 0.20
H 7.01680 -1.86957 -0.47780 0.19
H 3.72629 2.31353 0.73815 0.21
H -8.39155 -0.65002 -0.56117 0.20
H 6.63814 -0.59040 -2.61104 0.22
H 2.40223 0.72685 2.96207 0.22
H 0.46239 -3.32055 -1.10592 0.25
H 2.13244 0.21947 -2.91145 0.36
H 3.99916 -1.17324 2.26773 0.22
H 1.31535 0.57285 0.55804 0.23
H 0.26297 -1.68472 2.68489 0.24
H -0.81068 -3.04783 2.29903 0.19
```

Values from the calculation:
E   -1837.87175 Eh
SMILES   N[C@@H]1c2cccnc2[C@H](OC(=O)N2CCC(n3c(=O)[nH]c4ncccc43)CC2)CC[C@H]1c1cccc(F)c1F
Multiplicity   1



# C28H28N10O4SScSe

A structure of composition C28H28N10O4SScSe at a distorted geometry (ωB97M-V/def2-TZVPD, the OMol25 dataset).

The geometry in XYZ format:
```
73
Properties=species:S:1:pos:R:3:lowdin_charge:R:1
Se 10.20454 17.04905 11.17615 0.40
Sc 8.73097 12.27878 11.37481 1.02
S 13.37680 12.77553 12.41016 0.57
O 6.73200 12.16148 11.94876 -0.08
O 12.36376 20.98483 13.35562 0.07
O 12.19964 11.34808 7.57266 -0.03
O 8.09613 12.00044 9.32257 -0.12
N 8.76628 19.72486 16.39374 0.04
N 8.80972 14.40232 11.01616 -0.04
N 4.75575 11.15056 11.73576 0.20
N 11.36811 23.04273 13.61984 0.13
N 13.24389 12.20060 9.77188 0.08
N 10.70148 11.77910 11.99724 -0.12
N 9.06700 12.46423 13.72609 0.06
N 11.49484 11.54139 10.96238 -0.02
N 10.15875 11.86542 8.41856 0.20
N 8.27407 11.49674 7.09938 -0.07
C 12.65525 12.15349 10.98060 -0.91
C 13.09611 10.21040 14.32084 -0.09
C 8.42392 13.04385 15.96096 -0.07
C 6.88452 11.74474 6.87132 -0.05
C 10.82991 19.70480 15.19828 0.00
C 9.01791 11.00445 6.02462 -0.05
C 9.24919 15.49515 11.12727 -0.88
C 9.55147 12.43590 16.46476 -0.09
C 10.95131 11.33657 7.42315 -0.44
C 9.88337 19.08444 15.95380 -0.13
C 11.47636 21.64974 13.87482 -0.45
C 14.05317 9.19911 14.28340 -0.13
C 8.84778 11.81135 8.31298 -0.49
C 12.00840 9.12457 12.43530 -0.01
C 10.46862 11.89866 15.61544 -0.01
C 8.15336 9.79363 11.39909 -0.21
C 6.08787 11.09964 11.74252 -0.47
C 11.07959 11.31644 13.22077 -0.23
C 10.51312 21.02722 14.81110 -0.17
C 6.66111 9.80538 11.23284 -0.25
C 13.13111 8.29639 12.27957 -0.08
C 10.21804 11.83645 14.23760 -0.15
C 10.36707 10.89673 6.15838 0.01
C 9.40076 21.69232 15.21045 -0.01
C 8.49598 20.95443 16.03513 -0.14
C 12.10184 10.25771 13.31814 -0.22
C 8.20167 13.02336 14.58722 -0.11
C 14.09766 8.27339 13.29026 -0.12
H 12.08088 23.31929 13.00420 0.07
H 9.75879 12.45748 17.56002 0.12
H 11.74380 19.16142 14.84362 0.14
H 7.65706 13.49138 16.60550 0.11
H 14.24595 12.39070 9.68922 0.08
H 11.17542 9.04710 11.70436 0.11
H 8.69225 9.30541 10.61880 0.01
H 6.05908 9.05209 11.68771 0.09
H 10.44987 23.47088 13.33379 0.11
H 6.47165 9.91586 10.17315 0.11
H 7.58283 21.40346 16.34219 0.09
H 6.79280 12.02678 5.80340 0.09
H 12.68135 11.79190 8.97145 0.03
H 9.18015 22.72284 14.94470 0.10
H 8.52284 9.66455 12.43154 0.02
H 4.36364 12.04587 11.80413 0.10
H 4.27851 10.33094 11.44183 0.11
H 6.55995 12.58670 7.51996 0.10
H 13.19923 10.98181 15.16826 0.12
H 10.96551 10.42211 5.41222 0.09
H 8.47316 10.61943 5.18736 0.11
H 14.73198 9.13528 15.12123 0.09
H 11.42017 11.49299 16.07066 0.12
H 7.28512 13.41547 14.23328 0.10
H 14.85875 7.51492 13.26834 0.09
H 6.24618 10.88071 7.08046 0.09
H 10.07817 18.02856 16.41252 0.14
H 13.16090 7.62320 11.40271 0.11
```

Values from the calculation:
Energy above the lowest of the compared OMol25 structures with the same formula, charge and spin   264.63 kJ/mol
E   -5492.80851 Eh
Total charge   -1
Multiplicity   1



# C28H28N2O6

A cluster of 5 separate species, C28H28N2O6 in total at a distorted geometry (ωB97M-V/def2-TZVPD, the OMol25 dataset).

The geometry in XYZ format:
```
64
Properties=species:S:1:pos:R:3:nbo_charge:R:1
O 4.19104 -0.80954 -0.50745 -0.66
O -4.74981 0.65109 1.64428 -0.68
O 2.77704 6.70165 6.63432 -0.66
O 5.03105 -2.42103 -5.61644 -0.66
O 0.14877 3.97582 2.36938 -0.71
O -7.15019 -4.35580 1.29294 -0.69
N -1.35708 0.35254 -1.62395 -0.42
N 1.24197 -4.03941 -3.67071 -0.44
C -0.34931 0.74849 -2.27839 0.06
C -1.50549 0.70562 -0.28245 0.02
C 3.94667 -0.28695 -2.74073 -0.27
C 0.70649 1.57468 -1.68419 -0.26
C -0.67021 1.65660 0.29935 -0.28
C -6.24415 -2.52272 2.54391 -0.26
C 0.90310 4.53190 3.31189 0.30
C 0.07236 -4.75935 -3.73216 0.03
C 4.37757 -1.14327 -1.83547 0.29
C 1.80427 6.58426 4.46713 -0.23
C 0.27572 -2.70856 -1.96802 -0.28
C 1.15164 5.96475 3.30575 -0.27
C 4.07989 -0.82140 -4.05882 -0.27
C 5.13564 -2.30614 -2.07470 -0.27
C -5.22053 -0.61878 1.53237 0.25
C 0.51656 2.01366 -0.36439 -0.19
C -6.50121 -3.12548 1.34714 0.25
C -5.62051 -1.28072 2.65586 -0.22
C 1.24287 -2.94655 -2.97153 0.05
C -6.40887 -2.51474 0.14249 -0.21
C -5.61538 -1.11993 0.27509 -0.23
C 4.86895 -2.00762 -4.34016 0.27
C -1.02032 -4.57803 -2.89386 -0.29
C 2.31171 5.89824 5.62167 0.24
C 5.35836 -2.85239 -3.42232 -0.24
C 1.31873 3.78802 4.47494 -0.25
C -0.93301 -3.46810 -2.01155 -0.17
C 2.03346 4.48753 5.63768 -0.23
H -1.09264 1.80112 1.28620 0.23
H -1.96980 -5.09033 -2.92229 0.23
H 1.08360 6.51324 2.48822 0.20
H -7.10802 -4.87135 2.05345 0.48
H 0.60254 -1.79460 -1.47781 0.23
H -1.53211 -3.14054 -1.06679 0.24
H -4.29255 0.92643 2.27386 0.47
H 0.11500 -5.67854 -4.51281 0.20
H 4.72192 -1.77731 -6.17440 0.47
H 1.61641 1.91553 -2.26266 0.22
H -5.32669 -0.92502 3.45682 0.18
H 2.25344 -2.28453 -3.04398 0.20
H 2.13099 7.61056 4.51588 0.19
H 5.68789 -3.82639 -3.59867 0.24
H 1.28535 2.72545 0.11125 0.24
H 5.54907 -2.94156 -1.19246 0.22
H -6.53348 -2.89283 3.50145 0.21
H 3.60920 0.83562 -2.69261 0.24
H 3.55672 -0.32172 -4.86845 0.21
H -5.50068 -0.67646 -0.68921 0.22
H 2.56058 3.86766 6.37209 0.22
H -0.38821 0.65180 -3.22858 0.17
H 3.23054 7.34514 6.18770 0.47
H -0.48001 4.47182 1.76150 0.51
H 4.27467 -1.50893 -0.10983 0.44
H 1.14722 2.81422 4.65753 0.21
H -6.96778 -2.90306 -0.59787 0.22
H -2.38095 0.20629 0.29357 0.21
```

Values from the calculation:
Energy above the lowest of the compared OMol25 structures with the same formula, charge and spin   1110.04 kJ/mol
E   -1644.31599 Eh
SMILES   Oc1ccc(O)cc1.Oc1ccc(O)cc1.Oc1ccc(O)cc1.c1ccncc1.c1ccncc1
Multiplicity   1



Kohn-Sham gap values (in eV) by entry order: 8.90 5.70 8.51.